No. 1
Formula: C24H60As4F24N4O6
Source: the Open Molecules 2025 dataset
Level of theory: ωB97M-V/def2-TZVPD

```
122
Properties=species:S:1:pos:R:3:forces:R:3
C -3.843075 3.242891 0.426487 1.041 -0.203 -1.343
C -2.784012 2.258982 -0.169837 0.035 -0.633 0.101
N -2.535382 2.266669 -1.707317 -0.625 0.291 -0.400
C -3.843796 1.661501 -2.339002 1.860 0.615 -0.450
C -2.377371 3.717702 -2.308083 -0.152 0.438 0.377
C -2.202404 3.931725 -3.822929 0.141 -0.699 0.061
C -1.225609 1.440678 -2.118231 -1.465 -0.348 1.175
C -1.351633 -0.106746 -1.869212 -0.968 0.255 -0.987
O -1.615313 -0.519639 -0.524420 -0.033 0.802 0.842
C -1.819412 -1.906108 -0.415095 0.186 -1.039 -0.879
H -4.050444 3.176349 1.494516 0.730 -0.480 0.124
H -4.812928 3.035634 -0.025752 0.082 0.531 -0.358
H -3.430723 4.231501 0.224679 -0.760 0.271 0.054
H -3.118899 1.236202 0.002976 0.184 0.016 0.049
H -1.787477 2.337257 0.264777 -0.137 0.385 0.118
H -4.647915 2.396646 -2.306803 0.127 -0.025 0.438
H -4.046277 0.711700 -1.844029 -0.098 0.221 -0.064
H -3.622216 1.533585 -3.398552 -0.038 -0.306 -0.004
H -1.548575 4.264992 -1.859010 0.404 -0.796 0.489
H -3.229005 4.275534 -1.918674 -0.370 -0.372 -0.378
H -2.830831 3.365159 -4.510080 -0.329 0.159 0.342
H -1.185617 3.739408 -4.165348 0.187 -0.048 0.294
H -2.383247 4.996418 -3.970640 -0.172 -0.060 -0.022
H -0.355891 1.846300 -1.601345 -0.322 0.404 0.180
H -1.135922 1.733087 -3.164435 0.204 -0.765 -0.121
H -0.519524 -0.685752 -2.269778 0.587 0.483 -0.042
H -2.171354 -0.472800 -2.487410 -0.312 0.052 -0.132
H -2.285572 -2.320520 0.478800 -0.040 1.142 0.728
H -0.884153 -2.459781 -0.497898 0.153 0.000 -0.308
H -2.501794 -2.282857 -1.177015 0.116 0.094 -0.523
C 0.711389 -6.877783 2.626671 -1.037 1.060 0.159
C 2.124176 -6.633236 3.124520 -0.443 0.692 -0.630
N 2.408464 -5.236116 3.774623 -0.033 0.423 -0.088
C 3.812875 -5.297328 4.309159 0.034 -0.561 -0.237
C 2.453288 -4.040748 2.684342 0.390 -0.547 -0.829
C 3.484799 -4.212319 1.560374 0.909 -0.770 -0.677
C 1.529080 -4.953712 5.061794 0.997 0.571 -1.205
C 0.109301 -4.482175 4.809933 -0.314 1.107 -0.917
O 0.083728 -3.278187 3.982781 0.108 -1.471 0.971
C -1.222629 -2.889912 3.623350 -0.770 0.559 -1.441
H 0.304553 -6.026631 2.080667 0.310 0.247 -0.248
H -0.013896 -7.009110 3.429675 0.196 -0.454 0.128
H 0.603144 -7.691795 1.909893 0.519 -0.169 0.235
H 2.761828 -6.653516 2.240724 0.285 -0.146 0.361
H 2.377464 -7.414677 3.840963 0.428 0.329 0.126
H 4.455141 -5.657015 3.505286 -0.002 0.031 0.180
H 3.839778 -5.991004 5.149518 0.005 -0.082 -0.113
H 4.178676 -4.331384 4.657361 -0.344 0.088 -0.202
H 2.720071 -3.104264 3.174156 -0.437 -0.321 0.676
H 1.497652 -3.924060 2.173220 -0.115 -0.356 0.590
H 3.538417 -5.168404 1.039692 -0.705 -0.268 0.123
H 4.547286 -4.038590 1.730752 -0.005 0.299 0.996
H 3.288403 -3.540076 0.725129 -0.686 0.201 0.234
H 2.176590 -4.251360 5.586709 -0.525 0.438 0.049
H 1.574626 -5.858118 5.668487 -0.272 -0.214 -0.289
H -0.429285 -4.229169 5.723173 0.371 -0.218 0.487
H -0.452429 -5.299240 4.357202 -0.108 0.200 -0.292
H -1.880734 -2.491580 4.395566 0.424 -0.076 0.564
H -1.805249 -3.617093 3.057782 0.208 -0.912 0.355
H -1.151791 -2.137270 2.838092 0.468 0.454 0.323
C 1.861428 -1.060265 -0.203005 -0.662 1.572 0.411
C 2.032235 0.471244 -0.212195 0.201 -0.607 -0.549
N 3.167198 1.029965 0.700166 -0.656 0.482 0.749
C 4.501600 0.310093 0.320979 -1.725 1.108 0.888
C 3.305573 2.558914 0.460449 0.495 0.397 1.171
C 4.278847 3.230238 1.489259 -0.096 -0.616 0.147
C 2.839857 0.710964 2.205621 0.915 -0.630 0.193
C 1.809005 1.446533 3.041390 -0.701 0.539 -1.823
O 0.604754 1.317627 2.378458 -1.245 0.306 -1.191
C -0.449359 1.778123 3.173008 -1.294 -0.095 -0.342
H 2.787843 -1.545269 -0.510583 -0.591 -0.450 -0.150
H 1.010133 -1.141860 -0.878838 0.549 -0.627 -0.625
H 1.382284 -1.424448 0.705791 0.586 -0.229 0.422
H 1.059150 0.942832 -0.075086 0.387 0.325 0.989
H 2.249344 0.730887 -1.248312 0.774 0.441 0.059
H 4.663109 0.559727 -0.727682 -0.008 -0.375 -0.077
H 4.319169 -0.734775 0.572144 0.376 0.070 -0.402
H 5.280764 0.728996 0.957789 -0.074 -0.066 -0.115
H 2.328239 3.035462 0.536768 -0.209 -0.360 0.203
H 3.608822 2.737223 -0.571217 0.183 -0.471 -0.101
H 4.248097 4.319328 1.457191 -0.062 -0.108 -0.629
H 5.309430 2.878735 1.439930 0.162 0.190 -0.686
H 4.077126 3.032660 2.542046 -0.711 -0.218 0.009
H 3.728106 0.801767 2.830818 0.604 -0.026 -0.628
H 2.566402 -0.343745 2.235921 0.005 -0.019 -0.342
H 2.006262 2.516420 3.108721 0.444 0.089 0.539
H 1.601902 0.966987 3.998078 1.199 -0.075 0.585
H -0.344049 2.779801 3.589721 0.724 -0.044 0.381
H -0.656639 0.986261 3.892788 -0.093 0.263 0.707
H -1.366236 1.910371 2.598583 0.179 -0.403 -0.513
N 2.802827 2.050827 -3.602653 -0.573 0.378 -3.356
O 1.717904 2.369110 -3.120702 -1.036 0.027 1.248
O 2.979106 2.020301 -4.819737 -0.859 0.270 -1.365
O 3.774024 1.761006 -2.948174 2.619 -0.973 4.128
As -3.005250 1.098005 -7.085811 0.860 1.161 -0.080
F -4.471467 0.647801 -6.141137 1.347 0.184 -0.880
F -2.082099 1.202633 -5.561571 -0.581 -0.017 -0.741
F -1.484437 1.708189 -8.013831 -2.445 -1.187 1.165
F -3.957660 0.909713 -8.606092 1.172 0.315 1.532
F -3.456909 2.859636 -6.852897 0.379 -2.246 -0.593
F -2.438634 -0.611207 -7.168688 -0.770 1.639 -0.270
As -6.229363 5.613831 -3.137913 1.203 -0.130 -0.746
F -7.366674 4.252280 -2.801913 1.082 1.199 0.464
F -5.087123 4.398292 -3.915094 -1.163 1.456 1.332
F -5.113851 7.006848 -3.654913 -1.343 -1.988 1.004
F -7.325708 6.827627 -2.397046 0.943 -1.267 -0.495
F -5.369857 5.391072 -1.565858 -0.871 0.208 -1.477
F -7.029653 5.719730 -4.666013 -0.006 0.466 0.132
As 0.128381 5.714139 0.568360 0.953 1.437 -2.381
F 0.477008 7.468766 0.697614 -0.510 -1.588 0.214
F -1.600068 6.038914 0.155753 1.891 -0.771 0.619
F 0.014554 3.927016 0.314479 -0.355 1.430 0.767
F 1.916406 5.425727 0.867510 -1.763 0.040 0.335
F -0.318335 5.672224 2.300375 0.641 -0.511 -1.479
F 0.551753 5.853870 -1.212213 -0.714 -0.349 2.230
As 0.640753 -5.025516 -1.818446 0.329 0.179 -1.315
F 0.782494 -6.716660 -1.147961 -0.551 1.847 -0.132
F -1.202224 -4.963892 -1.606601 2.739 -0.329 -0.310
F 0.674651 -3.385950 -2.575427 -0.289 -1.703 1.271
F 2.465355 -5.058895 -1.944183 -1.781 0.206 0.621
F 0.575864 -5.722162 -3.434023 -0.403 0.384 1.296
F 0.749495 -4.293917 -0.176824 0.126 -0.652 -0.766
```
Forces are in eV/Å.

Calculated values
* LUMO: 1.13 eV
* maximum force: 4.98 eV/A
* spin multiplicity: 1
* energy: -352686.88449 eV
* total charge: -2


No. 2
Formula: C35H41CuN2O4P2
Source: the Open Molecules 2025 dataset
Level of theory: ωB97M-V/def2-TZVPD

```
85
Properties=species:S:1:pos:R:3:forces:R:3
Cu -0.164635 0.092795 -0.158259 -0.363 -0.503 -0.155
C 4.280001 -0.986683 0.712583 -0.052 -0.059 -0.005
C 3.240968 -1.041627 -0.405539 -0.255 -0.255 0.154
C 3.769811 -1.776732 -1.630923 0.020 -0.094 0.051
O 2.862389 0.286853 -0.781382 -0.286 0.189 0.112
C 2.027477 -1.842044 0.181785 0.230 0.036 -0.163
O 2.206234 -3.037135 0.303218 -0.167 -0.020 0.135
O 0.945012 -1.233495 0.581891 0.511 0.243 -0.294
H 5.194096 -0.498398 0.366406 -0.023 0.009 -0.020
H 4.518075 -1.999343 1.032977 0.069 0.007 0.010
H 3.886303 -0.433287 1.566413 0.004 0.028 0.002
H 4.776928 -1.436160 -1.883430 -0.029 0.062 -0.019
H 3.115201 -1.601441 -2.486845 0.010 0.005 0.015
H 3.806604 -2.843753 -1.424938 0.073 0.001 -0.028
H 3.630565 0.680157 -1.215638 -0.129 0.019 0.030
C -1.362302 4.116273 0.725421 0.067 0.049 0.024
N -0.970573 2.812076 0.195613 -0.024 -0.231 -0.095
P 0.644716 2.199085 0.205074 -0.512 0.931 0.542
C 1.199410 2.423327 1.918085 0.086 -0.210 -0.191
C 1.387538 3.694642 2.462106 0.042 -0.024 0.047
C 1.677685 3.828465 3.810247 -0.021 0.095 -0.033
C 1.793748 2.702759 4.614699 0.012 -0.067 -0.001
C 1.619986 1.437480 4.073788 -0.016 -0.002 0.061
C 1.315785 1.296017 2.728727 0.017 0.011 -0.105
C 1.531159 3.467752 -0.736453 0.135 -0.333 -0.173
C 0.898841 4.081240 -1.815514 -0.012 -0.053 0.027
C 1.555739 5.063536 -2.538399 -0.002 0.013 -0.048
C 2.856040 5.417142 -2.205708 -0.009 -0.036 0.008
C 3.501353 4.784302 -1.151963 0.041 0.016 -0.029
C 2.845398 3.808146 -0.419128 -0.041 -0.059 0.077
P -1.999753 1.449634 0.253203 0.383 0.849 0.578
C -3.542262 2.013871 -0.492866 0.130 -0.424 -0.230
C -4.774688 1.602678 0.010011 0.068 0.059 0.027
C -5.939605 1.967812 -0.646920 -0.054 -0.016 -0.004
C -5.877680 2.717726 -1.812436 -0.002 -0.023 0.013
C -4.648081 3.102049 -2.332151 0.023 0.019 -0.042
C -3.481079 2.740493 -1.682438 0.019 0.016 0.075
C -2.366981 1.135757 2.005949 -0.107 -0.127 -0.247
C -3.069260 2.048903 2.793955 0.034 -0.064 0.036
C -3.241262 1.798417 4.145624 -0.033 0.130 -0.002
C -2.728035 0.639964 4.713615 0.040 -0.061 0.005
C -2.042734 -0.277593 3.931934 0.020 -0.021 0.031
C -1.859518 -0.029630 2.580543 -0.073 0.097 -0.081
H -0.739621 4.894780 0.283495 -0.019 0.007 0.005
H -1.268920 4.165003 1.813604 0.025 -0.046 -0.013
H -2.400825 4.311284 0.455532 0.030 0.029 -0.029
H 1.318275 4.574839 1.835679 0.002 0.018 0.010
H 1.813957 4.814432 4.234786 0.017 -0.002 -0.005
H 2.028827 2.813527 5.665050 -0.002 0.004 0.003
H 1.721865 0.559738 4.698512 -0.005 0.000 -0.006
H 1.177572 0.313737 2.292546 0.050 -0.050 0.058
H -0.110634 3.788310 -2.076360 -0.016 0.069 -0.016
H 1.055134 5.552755 -3.363280 0.000 -0.012 -0.007
H 3.369908 6.181570 -2.772819 -0.003 0.012 0.006
H 4.517279 5.057061 -0.898986 -0.002 -0.012 0.013
H 3.343719 3.324345 0.412861 0.007 0.011 -0.032
H -4.819337 1.008988 0.913835 -0.039 0.005 -0.002
H -6.897545 1.660393 -0.249285 -0.003 0.002 -0.006
H -6.789446 2.992638 -2.325544 -0.002 0.018 0.009
H -4.600061 3.673003 -3.249764 -0.007 0.007 0.005
H -2.515276 3.019046 -2.087161 -0.026 0.046 -0.029
H -3.487410 2.943968 2.350443 -0.018 0.010 0.024
H -3.780498 2.508611 4.758669 -0.001 -0.004 0.001
H -2.867035 0.449814 5.769629 -0.015 0.006 0.001
H -1.651751 -1.186248 4.370469 0.003 0.008 0.005
H -1.325842 -0.745788 1.966246 0.023 -0.078 0.058
O -1.677342 -1.264192 -0.647920 0.208 -0.209 -0.175
C -1.568731 -2.494811 -0.798936 0.015 -0.140 0.163
C -2.771223 -3.383984 -0.728663 -0.047 -0.004 -0.180
C -2.937828 -3.924712 -2.180889 -0.055 0.147 -0.015
C -2.392478 -2.996611 -3.297948 0.101 -0.129 0.015
C -0.887853 -3.125831 -3.629494 -0.033 0.184 0.089
C 0.050408 -2.567609 -2.545533 -0.180 -0.149 -0.216
N -0.442773 -3.066442 -1.260299 0.170 0.097 0.088
H -3.625379 -2.781655 -0.426609 0.003 -0.021 0.044
H -2.651082 -4.203692 -0.019434 0.065 0.023 0.020
H -4.002295 -4.081652 -2.354209 0.013 -0.062 0.008
H -2.456541 -4.900991 -2.269820 -0.019 -0.010 0.008
H -2.631015 -1.955145 -3.059503 -0.045 0.014 -0.066
H -2.933388 -3.236861 -4.213803 -0.039 0.035 0.022
H -0.693310 -2.609963 -4.572497 0.060 -0.058 -0.016
H -0.655574 -4.183224 -3.787062 0.014 0.000 -0.033
H 0.026593 -1.477558 -2.530652 0.053 -0.015 0.020
H 1.077573 -2.895295 -2.695524 0.009 0.070 0.052
H -0.423413 -4.075111 -1.211296 -0.117 -0.020 0.020
```
Forces are in eV/Å.

Calculated values
* LUMO (spin up / spin down): -2.37 / -4.20 eV
* ⟨S²⟩: 0.76
* maximum force: 1.19 eV/A
* spin multiplicity: 2
* energy: -111344.47269 eV
* total charge: +1